{"formula": "Cl2NO3P", "method": "the ωB97M-V functional and the def2-TZVPD basis", "total_charge": 0, "e_homo_ev": [-9.94, -9.38], "lumo_energy_ev": [-0.70, -2.83], "de_lowest_kj_mol": 248.85, "homo_lumo_gap_ev": [9.24, 6.54], "symbols": ["N", "O", "O", "O", "P", "Cl", "Cl"], "xyz": [[-0.025, -0.952, -1.778], [-0.883, -0.301, -2.252], [0.908, -1.593, -1.847], [1.507, 0.266, 1.392], [0.095, 0.404, 1.080], [-0.450, 2.309, 0.750], [-1.153, -0.133, 2.655]], "mulliken_charge": [0.80, -0.38, -0.39, -0.41, 0.72, -0.15, -0.20]}

---

{"formula": "C18H17ClO3", "method": "the ωB97M-V functional and the def2-TZVPD basis", "total_charge": 0, "e_homo_ev": -9.23, "lumo_energy_ev": 0.25, "de_lowest_kj_mol": 6.41, "homo_lumo_gap_ev": 9.48, "smiles": "CCc1ccc([C@@H](CC(=O)c2ccc(Cl)cc2)C(=O)O)cc1", "symbols": ["C", "C", "C", "C", "C", "C", "C", "C", "C", "O", "C", "C", "C", "C", "Cl", "C", "C", "C", "O", "O", "C", "C", "H", "H", "H", "H", "H", "H", "H", "H", "H", "H", "H", "H", "H", "H", "H", "H", "H"], "xyz": [[-5.450, -2.083, -0.030], [-5.299, -0.564, 0.079], [-3.856, -0.173, -0.046], [-3.041, -0.094, 1.074], [-1.699, 0.224, 0.959], [-1.136, 0.478, -0.288], [0.334, 0.769, -0.471], [0.958, 1.548, 0.706], [2.315, 2.081, 0.275], [2.444, 3.226, -0.092], [3.437, 1.114, 0.239], [4.409, 1.302, -0.744], [5.463, 0.423, -0.879], [5.562, -0.651, -0.007], [6.871, -1.759, -0.163], [4.625, -0.840, 0.998], [3.566, 0.038, 1.115], [1.085, -0.552, -0.676], [1.866, -0.736, -1.562], [0.810, -1.502, 0.227], [-1.952, 0.395, -1.411], [-3.290, 0.076, -1.291], [-6.496, -2.367, 0.054], [-4.891, -2.578, 0.762], [-5.070, -2.434, -0.987], [-5.693, -0.231, 1.041], [-5.881, -0.088, -0.713], [-3.460, -0.278, 2.053], [-1.108, 0.305, 1.862], [0.473, 1.357, -1.383], [0.314, 2.398, 0.940], [1.056, 0.916, 1.588], [4.309, 2.143, -1.413], [6.200, 0.561, -1.654], [4.723, -1.672, 1.677], [2.859, -0.115, 1.917], [0.076, -1.242, 0.808], [-1.530, 0.584, -2.387], [-3.907, 0.023, -2.176]], "mulliken_charge": [-1.08, -1.06, 0.76, -1.07, -0.03, 0.12, 0.44, -0.48, -0.05, -0.60, 0.23, -0.40, -0.74, 0.46, -0.22, -0.95, 0.28, 0.34, -0.57, -0.48, -0.85, -0.61, 0.36, 0.32, 0.33, 0.36, 0.36, 0.39, 0.36, 0.58, 0.53, 0.01, 0.44, 0.41, 0.41, 0.34, 0.54, 0.43, 0.39]}

---

{"formula": "C8H9BaO6P", "method": "the ωB97M-V functional and the def2-TZVPD basis", "total_charge": 2, "e_homo_ev": -17.72, "lumo_energy_ev": -7.56, "de_lowest_kj_mol": 0.00, "homo_lumo_gap_ev": 10.16, "symbols": ["O", "C", "Ba", "O", "C", "C", "O", "C", "O", "C", "O", "C", "P", "C", "C", "O", "H", "H", "H", "H", "H", "H", "H", "H", "H"], "xyz": [[-0.621, 0.022, -5.660], [-0.615, 0.021, -4.515], [-0.694, 0.024, -1.592], [1.875, -3.155, -2.276], [1.173, -2.262, -2.388], [-2.420, 2.331, -2.389], [-3.130, 3.221, -2.251], [-2.924, -1.792, -2.392], [-3.826, -2.485, -2.252], [1.663, 1.804, -2.393], [2.565, 2.508, -2.281], [-0.593, 0.011, 3.525], [0.149, -0.003, 1.894], [1.127, -1.483, 1.596], [1.228, 1.410, 1.619], [-0.975, 0.043, 0.852], [-1.249, -0.871, 3.629], [-1.186, 0.935, 3.641], [0.116, -0.019, 4.357], [0.475, -2.372, 1.628], [1.605, -1.427, 0.603], [1.906, -1.570, 2.366], [1.704, 1.334, 0.627], [0.638, 2.340, 1.662], [2.008, 1.432, 2.392]], "mulliken_charge": [-0.01, 0.05, 1.95, 0.01, 0.02, -0.03, 0.03, -0.05, 0.03, 0.03, 0.00, -1.06, 0.83, -0.93, -0.93, -0.89, 0.35, 0.35, 0.39, 0.34, 0.21, 0.38, 0.20, 0.34, 0.39]}

---

{"formula": "C3H10OS2", "method": "the ωB97M-V functional and the def2-TZVPD basis", "total_charge": 0, "e_homo_ev": -8.94, "lumo_energy_ev": 0.40, "de_lowest_kj_mol": 150.34, "homo_lumo_gap_ev": 9.33, "smiles": "CCCSS.O", "symbols": ["C", "C", "C", "S", "S", "H", "H", "H", "H", "H", "H", "H", "H", "O", "H", "H"], "xyz": [[-3.290, 0.460, -0.511], [-1.860, 0.649, -1.095], [-1.045, -0.717, -1.268], [0.486, -0.819, -0.322], [1.290, 1.093, -0.599], [-3.485, 0.773, 0.451], [-3.901, 1.328, -0.838], [-3.766, -0.532, -0.778], [-1.402, 1.388, -0.343], [-1.823, 1.177, -1.952], [-0.968, -1.058, -2.383], [-1.763, -1.494, -0.789], [1.238, 1.580, 0.633], [2.555, -1.005, 3.822], [2.287, -1.045, 2.951], [1.895, -0.814, 4.461]], "mulliken_charge": [-1.22, -0.39, -0.49, -0.09, -0.25, 0.38, 0.32, 0.31, 0.21, 0.49, 0.31, 0.25, 0.16, -0.62, 0.31, 0.31]}